Record 1
ORCA calculation (ωB97M-V/def2-TZVPD) on the molecule C10H14N2 in a non-equilibrium geometry.

Geometry (Å):
C: -0.80284 0.97237 1.89307
N: -0.51746 0.33569 0.63600
C: 0.22143 -0.82679 0.46701
C: 0.50719 -1.81632 1.45761
C: 1.18886 -2.92126 1.01341
C: 1.53877 -3.12159 -0.37375
C: 1.24944 -2.10610 -1.27460
C: 0.56558 -1.00652 -0.84600
N: 0.22946 0.24393 -1.55831
C: -0.52139 1.06961 -0.63853
C: -1.99406 1.33649 -1.13104
C: 0.30330 2.46119 -0.46352
H: -1.59472 1.70418 1.68727
H: -0.99377 0.10966 2.56202
H: 0.13410 1.49626 2.16803
H: -0.03950 -1.76732 2.28219
H: 1.52910 -3.57058 1.76324
H: 2.09042 -3.94104 -0.69361
H: 1.39215 -2.06880 -2.28210
H: 1.13386 0.77284 -1.89324
H: -2.61963 0.39594 -1.02345
H: -2.00662 1.67226 -2.08805
H: -2.52816 2.01626 -0.48822
H: 1.32467 2.44250 -0.06417
H: -0.30714 3.00784 0.27456
H: 0.51695 3.10931 -1.38582

LUMO level = 0.85 eV
structure (SMILES) = CN1c2ccccc2NC1(C)C
HOMO energy = -7.0298 eV
F_max = 5.61 eV/Å
net charge = 0
relative energy (zero: lowest compared OMol25 entry of this formula, charge and spin) = 37.6 kcal/mol
M = 162.2 g mol⁻¹
HOMO-LUMO gap = 7.9 eV

---

Record 2
ORCA calculation (ωB97M-V/def2-TZVPD) on a cluster of 7 separate species, C6H24NO7 in total in a non-equilibrium geometry.

Geometry (Å):
C: -1.16336 2.54887 0.80514
O: -0.68207 2.20682 2.07194
C: 0.09672 2.81811 -0.06093
C: 0.09886 1.94998 -1.35124
C: -0.05647 0.46221 -1.06991
C: -0.89980 -0.47987 -1.40021
C: 0.58454 -0.37347 1.17090
N: 0.98450 0.00639 -0.06167
H: -1.75187 1.72492 0.43918
H: -1.86368 3.38379 0.73123
H: -0.79699 2.82152 2.80160
H: 0.16369 3.87173 -0.31280
H: 1.08902 2.60088 0.27833
H: -0.88047 2.16615 -1.79404
H: 0.95685 2.16243 -2.00916
H: -1.14616 -1.52400 -1.24417
H: -1.60662 -0.26161 -2.21003
H: -0.41005 -0.49697 1.49879
H: 1.22991 -0.74926 2.03742
H: 1.93715 -0.21451 -0.34376
H: 4.60158 0.20013 -1.44680
H: 4.01987 1.69545 -1.44628
O: 4.05293 0.85050 -1.89530
H: -0.00895 -4.13235 -0.62997
H: 0.91006 -3.23377 -0.03894
O: 0.46162 -3.32739 -0.89100
H: -2.30174 -1.37288 2.89514
H: -1.83711 -0.82095 4.17263
O: -1.46936 -1.07331 3.31590
H: -4.17230 0.87421 -0.74488
H: -4.01122 1.66756 -2.04259
O: -3.84716 0.80612 -1.64571
H: 2.28265 -1.32974 -2.18481
H: 2.85730 -2.61317 -2.48057
O: 2.71994 -2.05412 -1.68728
H: 0.61204 -3.91860 2.34078
H: -0.51437 -3.07731 2.52971
O: -0.23950 -3.76447 1.90335

multiplicity = 2
LUMO level (alpha / beta) = 0.39 / 0.39 eV
HOMO energy (alpha / beta) = -4.6545 / -8.7588 eV
F_max = 4.96 eV/Å
net charge = 0
relative energy (zero: lowest compared OMol25 entry of this formula, charge and spin) = 22.0 kcal/mol
⟨S²⟩ = 0.753
M = 222.3 g mol⁻¹
HOMO-LUMO gap (alpha / beta) = 5.0 / 9.1 eV

---

Record 3
ORCA calculation (ωB97M-V/def2-TZVPD) on the molecule C12H16N4O2 in a non-equilibrium geometry.

Geometry (Å):
O: -0.54153 2.67366 -1.41522
C: -1.51242 1.98733 -2.17281
C: -2.04287 0.64166 -1.68127
N: -1.14502 -0.18012 -1.29779
C: -0.39271 -0.01228 -0.13760
N: -0.87498 0.92756 0.65469
C: -0.61476 0.61243 2.08011
C: -1.15797 1.49755 2.98128
C: -0.80231 1.53173 4.37027
C: 0.29949 0.38167 4.76710
C: 0.72987 -0.49025 3.81329
C: 0.21021 -0.17691 2.50879
N: 1.14231 -1.06335 1.65338
C: 0.61730 -1.00321 0.35819
N: 1.50451 -1.63029 -0.62451
C: 2.02358 -1.08550 -1.81010
C: 1.65425 -2.14906 -2.98958
O: 0.55232 -1.96829 -3.42237
H: -0.98107 2.51009 -0.59596
H: -0.91626 1.71923 -3.06979
H: -2.31859 2.57601 -2.51129
H: -2.58777 0.72651 -0.81267
H: -2.69716 0.01778 -2.50200
H: -0.46698 -0.76966 -1.94003
H: -1.74928 2.39941 2.57566
H: -1.13066 2.03688 5.14117
H: 0.28407 0.60771 5.79238
H: 1.45656 -1.07407 4.28118
H: 1.99581 -2.16178 -0.04648
H: 3.08700 -1.14085 -1.51916
H: 1.68638 -0.15084 -1.98215
H: 2.53713 -1.72453 -3.85356
H: 1.88229 -3.39798 -2.61494
H: 0.26925 -2.66822 -3.97820

LUMO level = 0.22 eV
structure (SMILES) = OCCNc1nc2ccccc2nc1NCCO
HOMO energy = -8.0151 eV
F_max = 16.85 eV/Å
net charge = 0
relative energy (zero: lowest compared OMol25 entry of this formula, charge and spin) = 236.7 kcal/mol
M = 248.3 g mol⁻¹
HOMO-LUMO gap = 8.2 eV